Entry 1:
Molecular formula: C11H15BrFGaHfOP
Method: DFT, ωB97M-V/def2-TZVPD

XYZ file:
```
32
Properties=species:S:1:pos:R:3:mulliken_charge:R:1
Hf 3.06445 1.30294 -3.91165 0.8359
Br -0.56296 3.23665 -3.25370 -0.0039
Ga 0.39821 1.81622 0.00155 0.1287
P 1.02166 2.10243 -2.37860 0.6696
F 0.71522 3.44267 0.55234 -0.4176
O 2.41391 3.07332 -2.48024 -0.4478
C -2.05715 0.00541 0.42822 -1.1225
C 1.64946 0.55544 1.01883 -0.7359
C -0.13498 0.46296 2.84416 -0.8427
C -0.08660 -3.19515 0.40099 -0.9383
C -0.83357 -2.11120 0.81744 -0.0860
C -1.61698 1.45897 0.25354 -0.9091
C 0.23404 -3.30267 -0.92949 -0.4002
C -1.25576 -1.09981 -0.10055 0.4637
C -0.91138 -1.23222 -1.45037 -0.1100
C 1.08430 0.16555 2.29393 0.0849
C -0.17926 -2.30535 -1.85320 -0.7684
H 0.07635 -2.44120 -2.89204 0.5212
H 1.74339 -0.43353 2.93833 0.4554
H -2.09605 1.98807 -0.57175 0.6215
H 1.93509 -0.30384 0.40857 0.4519
H -1.24884 -0.50407 -2.17365 0.7428
H -1.14023 -2.05125 1.84955 0.5769
H -3.04220 -0.03160 -0.07052 0.4466
H -1.97002 1.96568 1.14645 0.4860
H 2.65684 3.53231 -1.65458 0.3540
H 0.20006 -3.96784 1.09457 0.4911
H 0.78220 -4.16713 -1.26831 0.4847
H -0.69412 -0.30379 3.36463 0.4272
H -2.22567 -0.18925 1.48133 0.4546
H -0.52609 1.47740 2.87130 0.4940
H 2.60666 1.05388 1.22291 0.5916
```

Computed properties:
- HOMO-LUMO gap: 4.3 eV
- HOMO level: -18.59 eV
- Electronic energy: -149392.0393 eV
- Total charge: +3
- LUMO level: -14.31 eV


Entry 2:
Molecular formula: C11H15Cl2Cr2O2
Method: DFT, ωB97M-V/def2-TZVPD

XYZ file:
```
32
Properties=species:S:1:pos:R:3:mulliken_charge:R:1
Cr 0.02707 -0.42831 -3.73098 0.3231
Cr -0.61996 0.21238 -0.31272 0.8252
Cl 0.77365 -2.93304 -3.88960 -0.6533
Cl 1.85499 -0.03794 7.30794 -0.2217
O 0.40718 -1.15097 0.80343 -0.7109
O -0.23523 0.94346 1.37472 -0.8064
C 0.33157 -0.18022 1.67900 1.0856
C 0.83419 -1.38826 3.70974 -0.5172
C 1.08294 1.05262 3.55882 -0.3806
C 1.13881 -1.32795 5.06123 -0.5657
C -2.43188 -0.71515 -0.44004 -1.0967
C -0.91480 1.24148 -1.85426 -1.1384
C -1.35125 -0.55127 -5.38074 -0.9151
C 1.38884 1.25399 -4.02685 -0.9903
C 1.40206 1.11966 4.90653 -0.5669
C 1.43691 -0.09176 5.64519 0.4286
C 0.81987 -0.18697 3.00878 0.2246
H -2.88420 -0.29287 0.49393 0.2439
H 1.61978 2.05817 5.38944 0.4179
H -1.09353 -1.52446 -5.87099 0.2374
H -1.30152 0.24464 -6.15090 0.2415
H 1.29621 1.75743 -5.01551 0.2561
H 1.05102 1.97159 2.94838 0.3902
H 1.14294 -2.23339 5.64459 0.4087
H 2.40766 0.79685 -3.97030 0.2858
H -3.01512 -0.40493 -1.32340 0.3322
H -0.29067 2.11609 -2.08716 0.4546
H -2.01609 1.40475 -2.03933 0.1262
H 0.62123 -2.30696 3.18248 0.4628
H -2.39748 -0.62575 -5.02687 0.2770
H -2.41933 -1.82436 -0.35460 0.2714
H 1.33414 2.03142 -3.23997 0.2701
```

Computed properties:
- HOMO-LUMO gap (spin up / spin down): 6.4 / 6.5 eV
- HOMO level (spin up / spin down): -4.43 / -4.50 eV
- Electronic energy: -97631.0781 eV
- Total charge: -1
- LUMO level (spin up / spin down): 1.99 / 2.01 eV
- Multiplicity: 7


Entry 3:
Molecular formula: C11H15Cl3N5O2SSiTb
Method: DFT, ωB97M-V/def2-TZVPD

XYZ file:
```
39
Properties=species:S:1:pos:R:3:mulliken_charge:R:1
Tb 0.14105 0.57498 -0.01929 0.4897
Cl 3.61015 1.30980 3.01026 -0.2842
Cl 2.73884 2.26380 -0.57048 -0.3137
Cl 1.81021 4.06343 2.22083 -0.2741
S -1.28540 1.65780 2.05704 -0.4292
Si 2.29435 2.15766 1.65934 0.4333
O -1.42514 0.87165 -1.44732 -0.5219
O 0.55628 0.80634 -2.49594 -0.5733
N 1.12301 -1.52237 -0.43218 -0.0499
N -3.64712 0.47881 2.63082 -0.3986
N -2.19485 -0.93317 1.64944 -1.0749
N -0.32345 3.42582 -0.56414 -0.2004
N -0.96690 -1.14792 1.10162 0.5322
C 3.03251 -2.72059 -1.10372 -0.7429
C 0.64089 -2.58984 0.31036 0.5152
C -0.29171 3.76758 -2.02144 -0.6524
C -0.96552 2.71010 -2.92320 -0.6239
C 2.19272 -1.61797 -1.24114 -0.0479
C 1.41828 -3.78794 0.29817 -0.6251
C -0.60904 1.33873 -2.35243 0.8140
C -2.39725 0.35289 2.09261 0.4778
C -1.30578 -3.56531 1.66948 -1.3717
C -0.59767 -2.42644 1.00243 0.4799
C 2.57719 -3.87013 -0.45591 -0.3037
H -2.25198 -3.11262 2.00209 0.3694
H 1.01251 -4.69256 0.77294 0.3404
H -1.44694 -4.39627 0.94488 0.3630
H -0.57304 2.79981 -3.92614 0.3348
H -1.29307 3.61497 -0.25739 0.2051
H -2.06325 2.75909 -2.87697 0.3428
H -4.32305 -0.31126 2.52488 0.2455
H 3.07961 -4.83734 -0.60844 0.3910
H 0.22169 4.07408 -0.01860 0.1420
H 2.28826 -0.74705 -1.89444 0.4890
H 0.74887 3.81458 -2.30355 0.3516
H -0.71926 -3.89145 2.54294 0.3121
H 4.02733 -2.79740 -1.59511 0.3240
H -3.99757 1.41204 2.86341 0.2280
H -0.83576 4.71370 -2.24572 0.3069
```

Computed properties:
- HOMO-LUMO gap (spin up / spin down): 5.7 / 5.7 eV
- HOMO level (spin up / spin down): -6.74 / -6.77 eV
- Electronic energy: -101915.1060 eV
- Total charge: 0
- LUMO level (spin up / spin down): -1.07 / -1.05 eV
- Multiplicity: 7


Entry 4:
Molecular formula: C11H15ClN5O6RhS
Method: DFT, ωB97M-V/def2-TZVPD

XYZ file:
```
40
Properties=species:S:1:pos:R:3:mulliken_charge:R:1
Rh 0.79972 1.24126 0.03996 0.3719
Cl 2.36398 3.42599 0.00435 1.9317
S 1.77877 -0.07679 1.55081 -0.0888
O 3.57284 4.11075 0.05875 -0.5456
O 2.62569 1.96141 -0.39329 -0.5524
O -3.22644 0.36454 0.58606 -0.3231
O -1.07023 0.44022 0.30835 -0.3331
O 1.43763 3.92920 -0.95639 -0.5342
O 1.70914 3.25662 1.28102 -0.5736
N 0.71885 -2.50950 2.05222 0.0994
N 0.69985 -2.04360 -0.06550 0.4295
N -2.19357 2.40819 0.47152 0.0666
N -0.98115 3.09778 0.37915 -0.5655
N 1.06431 -0.10894 -1.39904 0.4336
C 1.03665 -1.57233 1.15963 0.2373
C -2.14390 1.07138 0.45977 0.5605
C 0.92522 -2.38475 3.49731 -0.8364
C 0.12764 -3.30516 0.08920 -0.3515
C -4.51982 0.99933 0.74762 -0.8233
C 1.15336 -2.24228 -2.42946 -0.8753
C 1.46120 -0.26848 -3.74283 -0.8535
C 0.15588 -3.59163 1.40254 -0.5870
C 1.38957 -1.64989 -3.65753 -0.4945
C 0.97360 -1.44245 -1.31312 0.6741
C 1.30717 0.46692 -2.59041 -0.1550
H 1.53371 -2.26564 -4.53492 0.4555
H 0.28917 -1.59477 3.89218 0.3595
H -5.22591 0.18165 0.82743 0.2396
H -3.05582 2.90637 0.63690 0.2273
H 1.14123 -3.31693 -2.33155 0.4789
H 1.39529 1.54667 -2.59141 0.4892
H -0.79758 3.60939 1.23776 0.2819
H -0.27201 -3.86560 -0.73492 0.4995
H 1.65245 0.23843 -4.67718 0.4558
H 0.66713 -3.33098 3.96213 0.3219
H -4.75584 1.60069 -0.12957 0.3807
H -4.53880 1.58822 1.66415 0.3730
H -0.98467 3.74703 -0.40203 0.2786
H -0.18314 -4.46264 1.93536 0.4777
H 1.96883 -2.15971 3.70496 0.3693
```

Computed properties:
- HOMO-LUMO gap: 7.2 eV
- HOMO level: -15.36 eV
- Electronic energy: -57728.8186 eV
- Total charge: +2
- LUMO level: -8.13 eV


Entry 5:
Molecular formula: C11H15F8NO4
Method: DFT, ωB97M-V/def2-TZVPD

XYZ file:
```
39
Properties=species:S:1:pos:R:3:mulliken_charge:R:1
F -7.34189 0.35807 -0.28819 -0.3325
F -6.88578 -0.64256 -2.81246 -0.2838
F -1.53758 0.75512 -2.55617 -0.2442
F -4.75303 -0.77026 -2.43814 -0.2006
F -3.61303 1.39988 -2.69433 -0.2151
F -3.10856 -0.69353 -0.75826 -0.2764
F -1.76999 0.67030 0.26258 -0.3058
F -6.01236 1.60792 -1.47270 -0.2708
O -3.92402 1.21006 0.16583 -0.4110
O 6.98366 1.10090 1.50952 -0.3205
O 4.59630 1.24693 2.08922 -0.3357
O 6.23892 3.14719 2.64283 -0.5160
N 4.01345 -1.26725 1.84815 -0.3710
C -5.95728 -0.74969 -1.82388 0.1043
C -5.08263 0.38676 0.32265 -0.6845
C -2.84904 0.62080 -0.56394 0.7887
C 0.78630 -1.17029 -0.25686 -0.7020
C 5.02455 -0.15248 1.95353 0.0366
C 3.35913 -1.35895 0.48927 -0.4946
C -2.53688 1.36772 -1.86695 0.2163
C 5.91730 1.95763 2.12739 0.5250
C -6.08759 0.40660 -0.83920 0.8654
C 6.18385 0.04273 0.81343 -0.3814
C 2.09723 -0.28354 0.28362 -0.2966
H 1.80028 0.25848 1.27794 0.2332
H 0.26764 -1.71898 0.66691 0.2769
H 2.84445 -2.43548 0.44274 0.4000
H 4.09049 -1.31903 -0.42336 0.1993
H 0.01286 -0.51918 -0.84799 -0.1122
H 5.61757 0.71110 0.00407 0.2966
H -2.23524 2.39971 -1.66647 0.2518
H 1.16520 -2.03962 -0.97981 0.3634
H 5.63917 -0.37212 2.94812 0.3131
H -4.82303 -0.63217 0.63616 0.3228
H 6.75693 -0.89261 0.39498 0.2766
H 4.43659 -2.20348 2.12730 0.3293
H 2.40069 0.47208 -0.57616 0.2717
H -5.60172 0.81503 1.18802 0.4057
H -6.11294 -1.71377 -1.32939 0.2779
```

Computed properties:
- HOMO-LUMO gap: 10.3 eV
- HOMO level: -9.77 eV
- Electronic energy: -43065.2906 eV
- Total charge: 0
- LUMO level: 0.56 eV
- SMILES: FC(F)C(F)(F)COC(F)(F)C(F)F.CCCN[C@H]1COC(=O)O1


Entry 6:
Molecular formula: C11H15FN4O3PS
Method: DFT, ωB97M-V/def2-TZVPD

XYZ file:
```
36
Properties=species:S:1:pos:R:3:mulliken_charge:R:1
S 0.73061 -2.09850 -1.83878 -0.1581
P -2.27555 -0.46048 -1.39526 0.3266
F -1.39232 1.91930 -2.31474 -0.2466
O 2.97383 -3.24247 -0.82903 -0.2974
O -1.71779 -1.01499 -0.00492 -0.4036
O -0.49653 1.90144 0.14446 -0.4376
N 3.80400 -1.62875 0.42245 -0.7354
N 2.63278 -1.17556 -0.15867 0.1911
N -0.76275 0.74628 -1.89744 0.5305
N -3.32047 0.74487 -0.87809 -0.4249
C 2.18649 -2.14726 -0.88307 0.4845
C 0.54487 0.50526 3.37745 -0.7130
C -0.06224 0.24334 -3.11850 -0.7145
C 3.95407 -2.84003 0.01421 0.0755
C -1.75069 1.38797 2.09816 -0.4640
C -0.67234 0.46115 4.03440 -0.5251
C -1.81972 0.91808 3.40284 -0.4669
C 0.17821 1.14203 -0.78562 -1.0876
C 1.14411 -0.64842 -2.85614 -0.6582
C -0.52989 1.41101 1.45041 0.3411
C 0.62643 0.99786 2.08124 -0.0402
H -3.86511 1.11830 -1.65056 0.2599
H -2.27994 -0.87115 0.77191 0.3447
H 0.61175 0.22882 -0.38077 0.6835
H 0.96357 1.74630 -1.24941 0.3981
H 1.44022 0.15948 3.87560 0.4196
H 1.49089 -1.01114 -3.82454 0.4984
H -2.76765 0.91854 3.92436 0.4189
H -0.73393 0.07966 5.04426 0.4162
H 1.96145 -0.07264 -2.42984 0.4267
H -0.79414 -0.24363 -3.76242 0.4070
H 0.27830 1.14136 -3.63703 0.3773
H -3.97297 0.40863 -0.17447 0.2630
H -2.63031 1.74894 1.58270 0.5957
H 4.75016 -3.51159 0.28963 0.4291
H 1.57261 1.03796 1.55521 0.4857
```

Computed properties:
- HOMO-LUMO gap: 9.1 eV
- HOMO level: -12.04 eV
- Electronic energy: -46585.7879 eV
- Total charge: +1
- LUMO level: -2.92 eV
- SMILES: NP(O)[N@+](F)(CCSc1nnco1)COc1ccccc1


Entry 7:
Molecular formula: C11H15HfNP
Method: DFT, ωB97M-V/def2-TZVPD

XYZ file:
```
29
Properties=species:S:1:pos:R:3:mulliken_charge:R:1
Hf 0.68233 0.95056 0.45375 0.7177
P -0.80051 2.91542 -0.10265 -0.2659
N -0.94500 -0.67388 0.25829 -0.0964
C 1.50151 0.45330 2.42337 -1.0611
C -0.44034 -1.10671 -3.29615 -0.9633
C 0.94390 -2.88200 -2.74672 -0.6834
C 0.74738 1.41303 3.21749 -0.2088
C -0.60230 -0.44456 1.63302 -0.1038
C 0.77524 -0.73462 1.96864 -0.2496
C 1.58153 -1.68986 -2.31908 -0.4585
C -0.63280 1.29871 3.29919 -0.5176
C 0.71129 -0.56801 -2.63139 -0.3944
C -1.30561 0.55301 2.32226 -0.2763
C -0.37281 -2.51216 -3.15638 -0.3001
H -0.10551 4.19138 -0.04311 0.1749
H 1.35438 -3.87899 -2.73997 0.4425
H -0.66368 -1.56632 -0.14995 0.2455
H 1.30324 2.15095 3.83457 0.4097
H -2.37728 0.60351 2.15560 0.4868
H 2.58833 0.53118 2.35530 0.7595
H 0.97480 0.49099 -2.56214 0.7320
H 1.18107 -1.75208 1.96875 0.4347
H -1.12795 2.93175 -1.50534 0.1928
H -1.21612 1.80572 4.08070 0.4140
H -2.06111 3.32127 0.43996 0.1740
H -1.18806 -3.21906 -3.38588 0.3854
H -1.22879 -0.52321 -3.74522 0.4129
H -1.90198 -0.46235 -0.04858 0.2475
H 2.62483 -1.59694 -1.97833 0.3493
```

Computed properties:
- HOMO-LUMO gap (spin up / spin down): 4.2 / 4.2 eV
- HOMO level (spin up / spin down): -9.55 / -9.55 eV
- Electronic energy: -23721.8178 eV
- Total charge: +1
- LUMO level (spin up / spin down): -5.32 / -5.32 eV


Entry 8:
Molecular formula: C11H15N
Method: DFT, ωB97M-V/def2-TZVPD

XYZ file:
```
27
Properties=species:S:1:pos:R:3:mulliken_charge:R:1
N -0.81644 -0.89699 1.07162 0.0899
C -2.92626 0.62790 -0.63206 -0.6348
C 1.23789 -0.52252 0.27029 1.0312
C 0.12300 -2.37744 -0.71769 -0.8399
C 1.31170 -2.58332 -1.33919 -0.1880
C 1.89910 1.71516 1.24928 -1.2136
C -0.34805 0.26990 1.71183 -1.1679
C -2.32045 2.02950 -0.37426 -0.8641
C 0.14574 -1.32419 0.16907 0.0387
C 2.43938 -0.71274 -0.47090 -0.3957
C 2.44640 -1.85935 -1.20804 -0.7093
C 0.89581 0.60120 1.15233 0.8145
H -3.73431 0.55105 -1.33933 0.3880
H -0.81401 0.63380 2.59153 0.4186
H -2.10167 -0.05016 -0.85136 0.0985
H -0.81147 -2.89275 -0.87680 0.4109
H -1.66962 -1.35663 1.28605 0.2590
H -3.06760 0.18542 0.35758 0.1747
H -1.52559 2.06162 -1.14144 0.2179
H -3.20984 2.65954 -0.51850 0.2906
H 3.23664 0.07735 -0.69528 0.0833
H 2.46692 1.78546 2.12083 0.3086
H 3.35622 -1.91064 -1.80321 0.3418
H 1.37826 -3.43381 -2.14921 0.1888
H 1.32878 2.63907 1.18419 0.2907
H 2.79072 1.79591 0.51434 0.2318
H -1.71128 2.28766 0.43831 0.3360
```

Computed properties:
- HOMO-LUMO gap: 8.7 eV
- HOMO level: -7.77 eV
- Electronic energy: -13138.3690 eV
- Total charge: 0
- LUMO level: 0.95 eV
- SMILES: Cc1c[nH]c2ccccc12.CC